14
Properties=species:S:1:pos:R:3:nbo_charge:R:1 method="wB97M-V/def2-TZVPD" e_above_lowest_ev=1.4659 homo_lumo_gap_ev=10.712 multiplicity=1 largest_force_ev_per_a=0.6 lumo_energy_ev=0.82
C -2.04515 -0.13470 -0.44223 -0.700
C -0.77887 0.14328 0.32325 0.575
N -0.44018 1.21190 0.91576 -0.726
O 0.06554 -0.91630 0.26692 -0.504
C 1.42087 -0.63041 0.58077 -0.196
C 2.05269 0.04229 -0.62540 0.429
O 3.12371 0.59101 -0.61626 -0.502
H -2.92899 0.08491 0.16139 0.233
H -2.06673 0.51370 -1.32477 0.237
H -2.07679 -1.17281 -0.77584 0.238
H -1.18505 1.90260 0.86349 0.353
H 1.51637 0.00581 1.46342 0.239
H 1.90655 -1.59480 0.75812 0.220
H 1.43601 -0.04649 -1.54865 0.105